[1]
The following is a DFT calculation (the ωB97M-V functional and the def2-TZVPD basis) of a 2-piece molecular cluster, CH2BrN overall.

Element x y z (Å)
1 C -1.33 0.10 -0.06
2 N -0.21 0.34 0.13
3 Br 3.81 0.00 0.00
4 H -2.41 -0.07 -0.21
5 H 2.97 0.82 -0.93

## Properties
**SMILES**: C#N.Br
**2S+1**: 1
**Relative energy (zero: lowest compared OMol25 entry of this formula, charge and spin)**: 22.4 kJ/mol
**Total charge**: 0
**DFT total energy**: -2668.03867 hartree

---

[2]
The following is a DFT calculation (the ωB97M-V functional and the def2-TZVPD basis) of a 11-piece molecular cluster, C4H26O11 overall.

Element x y z (Å)
1 C -0.06 -0.87 2.98
2 C -1.35 -0.73 2.70
3 C -1.71 -0.01 1.41
4 C -2.99 0.01 1.02
5 O -3.34 0.43 -0.25
6 H 0.30 -1.36 3.88
7 H 0.85 -0.52 2.47
8 H -2.16 -1.16 3.29
9 H -0.92 0.46 0.86
10 H -3.91 -0.35 1.45
11 H -2.58 0.80 -0.75
12 H -2.22 -0.11 -2.82
13 H -3.19 -0.56 -1.70
14 O -2.75 -0.85 -2.52
15 H 0.70 -2.22 0.35
16 H 0.36 -2.94 -0.91
17 O 1.11 -2.82 -0.29
18 H 3.44 0.98 -1.31
19 H 3.75 1.44 0.19
20 O 3.86 1.64 -0.73
21 H 2.58 -1.55 -0.63
22 H 3.29 -1.10 0.53
23 O 3.10 -0.76 -0.36
24 H -0.35 1.73 -2.88
25 H -1.75 2.40 -2.75
26 O -1.29 1.57 -2.59
27 H 1.87 1.62 -0.44
28 H 0.69 2.43 -0.54
29 O 1.03 1.72 0.04
30 H -0.77 2.35 3.74
31 H 0.19 1.32 3.26
32 O 0.18 2.11 3.82
33 H 2.43 1.91 1.75
34 H 1.77 2.35 3.13
35 O 2.58 2.36 2.59
36 H 1.15 -0.75 -3.23
37 H 0.40 -1.94 -3.26
38 O 0.80 -1.32 -3.93
39 H -1.28 -1.96 -2.11
40 H -1.85 -3.47 -2.13
41 O -1.12 -2.89 -1.90

## Properties
**SMILES**: C=C/C=C/O.O.O.O.O.O.O.O.O.O.O
**2S+1**: 1
**Relative energy (zero: lowest compared OMol25 entry of this formula, charge and spin)**: 138.0 kJ/mol
**Total charge**: 0
**DFT total energy**: -995.56940 hartree

---

[3]
The following is a DFT calculation (the ωB97M-V functional and the def2-TZVPD basis) of C19H42B2NO25 as an isolated structure.

Element x y z (Å)
1 C -0.74 1.69 2.54
2 C 0.10 0.61 3.27
3 C -0.10 -0.82 2.71
4 C -1.45 -1.45 3.18
5 N -1.53 -2.89 2.98
6 C -2.88 -3.29 3.40
7 C -2.86 -3.39 4.96
8 C -1.39 -3.77 5.17
9 C -0.71 -3.67 3.84
10 C -1.15 -3.15 1.54
11 C -1.97 -2.51 0.33
12 C -1.63 -3.16 -1.03
13 H -1.73 1.34 2.42
14 H -0.42 1.88 1.67
15 H -0.91 2.57 3.26
16 H -0.38 0.60 4.26
17 H 1.11 0.83 3.31
18 H 0.68 -1.33 3.40
19 H 0.04 -0.97 1.73
20 H -2.20 -1.09 2.73
21 H -1.43 -1.31 4.27
22 H -3.35 -4.08 3.01
23 H -3.69 -2.64 3.07
24 H -3.45 -4.13 5.31
25 H -3.09 -2.58 5.37
26 H -1.29 -4.78 5.85
27 H -0.98 -3.08 5.93
28 H -0.45 -4.67 3.47
29 H 0.28 -3.21 4.04
30 H -1.30 -4.34 1.56
31 H 0.07 -3.01 1.36
32 H -1.77 -1.44 0.45
33 H -2.96 -2.59 0.50
34 H -2.18 -2.90 -1.94
35 H -1.67 -4.25 -0.88
36 H -0.59 -2.99 -1.22
37 O 1.29 5.70 -5.03
38 C 0.78 4.90 -4.19
39 O 0.31 5.30 -3.08
40 B -0.22 4.09 -2.45
41 O 0.30 2.92 -3.20
42 C 0.77 3.51 -4.26
43 O 1.23 2.74 -5.16
44 O -1.61 4.17 -2.35
45 C -1.90 4.11 -1.15
46 O -3.09 4.16 -0.75
47 C -0.76 4.08 -0.32
48 O 0.25 4.11 -0.96
49 O -0.89 4.55 0.85
50 O 4.46 1.55 -0.78
51 C 3.46 0.99 -0.87
52 O 2.56 1.29 -1.69
53 B 1.41 0.35 -1.17
54 O 1.91 -0.42 -0.07
55 C 3.09 0.01 0.14
56 O 3.68 -0.19 1.18
57 O 0.92 -0.47 -2.33
58 C -0.31 -0.07 -2.58
59 O -0.98 -0.59 -3.48
60 C -0.76 0.75 -1.55
61 O 0.22 1.18 -0.82
62 O -1.88 1.02 -1.29
63 O 2.24 0.14 -4.98
64 H 1.70 0.98 -4.90
65 H 2.30 -0.09 -4.05
66 O 5.94 1.06 2.28
67 H 5.10 0.82 1.77
68 H 6.63 0.71 1.80
69 O -1.86 -0.73 -6.28
70 H -2.14 0.05 -6.71
71 H -1.52 -0.16 -5.49
72 O 4.55 4.00 0.61
73 H 4.48 3.12 -0.06
74 H 4.46 4.54 -0.16
75 O -3.88 2.04 -3.27
76 H -3.49 1.14 -3.15
77 H -3.20 2.74 -3.11
78 O 3.92 -2.84 2.01
79 H 3.49 -2.95 2.76
80 H 3.87 -1.96 1.74
81 O -4.05 -0.20 0.46
82 H -4.86 -0.67 0.13
83 H -3.54 0.33 -0.19
84 O 0.21 -3.09 -3.80
85 H 1.26 -2.96 -3.54
86 H -0.15 -2.29 -3.84
87 O 4.13 3.62 -3.24
88 H 4.23 4.11 -2.49
89 H 3.90 2.80 -2.77

## Properties
**2S+1**: 1
**Relative energy (zero: lowest compared OMol25 entry of this formula, charge and spin)**: 68.6 kJ/mol
**Total charge**: -1
**DFT total energy**: -2734.82563 hartree